#1
This record from the Open Molecules 2025 dataset describes the molecule C11H17N5O4. The level of theory is ωB97M-V with the def2-TZVPD basis set.

## Properties
SMILES: NC(=O)CC[C@H](N)C(=O)N[C@@H](Cc1c[nH]cn1)C(=O)O
Net charge: 0
Gap between HOMO and LUMO, eV: 9.08

Cartesian coordinates (Å):
C -1.6080 1.3937 0.2211
C -0.5264 1.1711 -0.8411
C -2.8658 0.7591 -0.3307
C -3.1320 -0.7364 -0.6112
C -2.7441 -1.5144 0.6457
C 1.3630 -0.1029 -1.5441
C 1.9484 -1.5113 -1.4184
C 2.4872 0.8885 -1.1699
C 2.9048 0.5020 0.2360
C 4.0070 -0.1513 0.7293
C 2.6509 0.4052 2.3973
H -1.8087 3.2715 -0.4978
H -1.1918 3.1894 1.0424
H -1.2849 0.9468 1.1897
H -3.0972 1.3103 -1.2883
H -3.6761 1.0777 0.3635
H -2.5490 -1.1887 -1.3940
H -4.2062 -0.8064 -0.7264
H -3.6624 -2.2984 2.2551
H -4.8073 -1.7598 1.0469
H -0.0417 -0.7680 -0.2483
H 1.1152 0.0610 -2.6313
H 3.2900 0.6863 -1.8672
H 2.3261 2.0147 -1.2724
H 4.7448 -0.7086 0.1460
H 2.2321 0.4729 3.3857
H 4.3219 -0.7736 2.8289
H 1.2591 -3.2854 -1.4279
N -1.8851 2.8184 0.4451
N -3.8025 -2.0928 1.2971
N 0.1365 -0.0066 -0.8571
N 2.0910 0.8828 1.2937
N 3.8198 -0.2723 2.1025
O -0.2825 2.0423 -1.6538
O -1.5836 -1.7642 0.9550
O 3.1302 -1.7698 -1.5691
O 0.9270 -2.3829 -1.2319


#2
This record from the Open Molecules 2025 dataset describes the molecule C11H17N5O4. The level of theory is ωB97M-V with the def2-TZVPD basis set.

## Properties
SMILES: NC(=O)CC[C@H](NC(=O)[C@@H](N)Cc1c[nH]cn1)C(=O)O
Net charge: 0
Gap between HOMO and LUMO, eV: 9.33

Cartesian coordinates (Å):
C -0.3780 1.7746 -2.0642
C -0.7303 0.7950 -0.9336
C -0.3846 1.0264 -3.4147
C 0.6692 -0.0159 -3.4864
C 0.5248 -1.3787 -3.4373
C 2.6562 -0.8201 -3.5796
C -0.4432 0.2849 1.4128
C -1.8687 0.6881 1.8183
C 0.5404 0.5899 2.5502
C 0.2678 -0.1352 3.8692
C 0.2982 -1.6595 3.8631
H 0.8290 3.3900 -2.2270
H 1.6547 2.0232 -2.1690
H -1.2105 2.4995 -2.0868
H -1.3753 0.5637 -3.5473
H -0.2782 1.7756 -4.2063
H -0.3650 -2.0223 -3.3588
H 3.7027 -0.9244 -3.6390
H 2.0774 -2.8366 -3.5144
H 0.5287 1.8079 0.2719
H -0.4467 -0.8115 1.1988
H 0.4997 1.6916 2.7330
H 1.5518 0.3907 2.1634
H 1.0083 0.1909 4.6154
H -0.7233 0.1512 4.2876
H 1.4892 -1.8004 2.1507
H 1.0756 -3.2867 2.8681
H -3.3767 0.0359 2.6766
N 0.8470 2.5108 -1.7628
N 2.0123 0.3121 -3.5709
N 1.8117 -1.8850 -3.5085
N -0.0336 0.9754 0.2200
N 1.0978 -2.2610 2.9308
O -1.5800 -0.0735 -1.0676
O -2.3282 1.7899 1.6728
O -0.3056 -2.3057 4.7104
O -2.4985 -0.3235 2.4391


#3
This record from the Open Molecules 2025 dataset describes the molecule C11H17N5O4. The level of theory is ωB97M-V with the def2-TZVPD basis set.

## Properties
SMILES: NC(=O)CC[C@H](NC(=O)[C@@H](N)Cc1c[nH]cn1)C(=O)O
Net charge: 0
Gap between HOMO and LUMO, eV: 9.50

Cartesian coordinates (Å):
C -2.3276 -1.4249 0.8586
C -1.1210 -1.3645 -0.1251
C -3.6672 -0.9073 0.1752
C -3.4096 0.5335 -0.1254
C -3.2355 0.9541 -1.4174
C -3.2005 2.6844 -0.0355
C 1.3755 -0.9079 -0.1786
C 1.9493 -2.3301 -0.2981
C 2.3465 -0.0691 0.6514
C 3.4977 0.4188 -0.3230
C 4.1263 1.7718 0.1056
H -2.5142 0.0894 2.0903
H -2.8622 -1.2334 2.7519
H -2.3206 -2.5709 1.0557
H -3.8144 -1.4226 -0.8323
H -4.4585 -1.0280 0.9249
H -3.0039 0.2873 -2.2317
H -3.2258 3.7447 0.1823
H -2.6619 3.0517 -2.0308
H 0.1493 -0.9172 1.4057
H 1.2043 -0.5595 -1.2645
H 1.8568 0.8236 0.8581
H 2.7262 -0.6087 1.5264
H 2.8972 0.4962 -1.3528
H 4.2107 -0.4572 -0.2969
H 6.0161 1.3711 -1.0461
H 5.7369 2.9301 -0.1517
H 0.3828 -2.5895 -1.3602
N -2.1776 -0.8654 2.1280
N -3.3505 1.6626 0.8554
N -3.0257 2.3700 -1.3245
N 0.1295 -1.0498 0.4379
N 5.4188 1.9192 -0.2148
O -1.2786 -1.6339 -1.3201
O 3.0276 -2.7021 0.1765
O 3.4960 2.6427 0.7420
O 1.1077 -3.1091 -0.9963


Which structure is most stable, and how do the rest compare? From most to least stable: #2, #1, #3.


#1
This record from the Open Molecules 2025 dataset describes a structure of composition C3H9NP2. The level of theory is ωB97M-V with the def2-TZVPD basis set.

## Properties
Net charge: 0
Gap between HOMO and LUMO, eV: 8.31

Cartesian coordinates (Å):
C 1.3657 2.2096 -0.4770
C 1.1048 -1.1477 1.0646
C 0.5305 -0.1499 0.0077
N -1.1706 -0.7676 -0.3352
P 0.4566 1.4875 0.7287
P -2.1352 0.1607 0.6760
H 1.5200 3.2807 -0.3507
H 1.6999 1.7352 -1.3141
H 0.5775 -1.1219 1.9340
H 2.0836 -0.6803 1.3718
H 1.1018 -2.0506 0.7021
H 1.1567 -0.2783 -0.8743
H -1.3135 -0.5420 -1.3099
H -2.2275 -0.5796 1.9148
H -3.3557 -0.4170 0.1718


#2
This record from the Open Molecules 2025 dataset describes the molecule C3H9NP2. The level of theory is ωB97M-V with the def2-TZVPD basis set.

## Properties
SMILES: CC[PH]#P1CN1
Net charge: 0
Gap between HOMO and LUMO, eV: 9.33

Cartesian coordinates (Å):
C -1.5483 -2.0148 1.4598
C 1.6203 2.0446 -0.8396
C 0.5961 0.9239 -0.9685
N -2.2181 -0.8362 1.0319
P -0.7849 -1.6644 -0.2122
P 0.7334 -0.2796 0.4572
H -0.8816 -1.8526 2.3021
H -2.1123 -2.9440 1.5428
H 1.4845 2.7774 -1.6325
H 1.5095 2.5481 0.1182
H 2.6329 1.6522 -0.9030
H 0.7174 0.3980 -1.9198
H -0.4160 1.3377 -0.9353
H -3.1129 -1.0485 0.6004
H 1.7799 -1.0417 -0.1014


Which structure is most stable, and how do the rest compare? From most to least stable: #2, #1.